[1]
Molecular formula: C10H17N3O5P
Method: DFT, ωB97M-V/def2-TZVPD

```
36
Properties=species:S:1:pos:R:3:lowdin_charge:R:1
C -3.55599 1.31277 0.22741 -0.044
C -3.01841 2.34749 -0.74598 -0.400
O -3.91276 2.39474 -1.88973 -0.068
C -1.60404 2.12781 -1.26745 -0.136
C -0.39960 2.17814 -0.30526 -0.452
N 0.69192 2.81093 -1.06258 0.040
C -0.79501 3.06000 0.96192 -0.718
O -0.67766 4.27692 0.80421 -0.018
O -1.08635 2.36647 1.96394 -0.071
P 0.17708 0.49018 0.20840 0.559
N 0.94314 0.33257 1.53734 -0.136
O 1.11756 -0.00521 -1.03273 -0.179
O -1.02874 -0.59177 0.09454 -0.164
H -4.34427 1.74599 0.84170 0.079
H -3.97854 0.47885 -0.33596 0.077
H -2.78652 0.95761 0.90435 0.053
H -3.06567 3.34095 -0.30256 0.139
H -3.40238 2.18586 -2.67543 0.061
H -1.61055 1.19486 -1.85464 0.109
H -1.41224 2.94258 -1.97199 0.124
H 1.59234 2.64361 -0.62935 0.074
H 0.74124 2.41748 -1.99539 0.060
H 0.85556 1.16834 2.10264 -0.015
H 0.65859 -0.46727 -1.73685 0.058
H -1.23685 -0.91494 -0.78361 0.061
N 1.33686 -3.77720 0.24469 0.053
C 2.23307 -4.71953 -0.04541 -0.182
C 3.53720 -4.71253 0.42221 -0.098
C 3.93816 -3.66165 1.23610 -0.094
C 3.01998 -2.67461 1.54441 -0.063
C 1.73267 -2.77502 1.03258 -0.146
H 1.88742 -5.52381 -0.68802 0.092
H 4.21925 -5.50812 0.15161 0.090
H 4.95105 -3.61463 1.61735 0.097
H 3.27381 -1.82352 2.16095 0.101
H 1.00868 -2.00437 1.26657 0.058
```

Summary:
E_tot ... -1273.189441 Eh
Frontier orbital gap ... 0.2733 hartree
Total charge ... -1
2S+1 ... 1

***

[2]
Molecular formula: C6H13NO4
Method: DFT, ωB97M-V/def2-TZVPD

```
24
Properties=species:S:1:pos:R:3:lowdin_charge:R:1
O 2.07357 -0.29950 1.43740 -0.007
C 2.57802 -0.10601 0.21678 -0.256
C 1.34588 -0.32246 -0.71688 -0.217
N 0.63759 -1.65674 -0.78206 0.001
C -0.83885 -1.54367 -0.56492 -0.230
C -1.38114 -0.69184 0.44560 -0.442
O -2.72607 -0.73756 0.33531 -0.060
C -0.64699 0.70724 0.57387 -0.216
O -1.70370 1.76129 0.33065 -0.055
C 0.14248 0.69252 -0.58241 -0.305
O 0.76766 2.00867 -0.88888 -0.041
H 2.63446 -0.26937 2.18091 0.090
H 3.33987 -0.93992 -0.08161 0.144
H 3.01302 0.87116 -0.21261 0.143
H 1.42836 -0.31521 -1.88809 0.177
H 0.88229 -2.21501 0.11122 0.137
H -1.45050 -1.38285 -1.46992 0.126
H -1.25420 -2.49245 -0.28094 0.126
H -1.20861 -1.26674 1.25360 0.123
H -3.28643 -0.58015 -0.68276 0.260
H -0.37780 0.80721 1.61484 0.152
H -2.20131 1.70148 1.19233 0.113
H -0.60296 0.67867 -1.38123 0.163
H 0.13250 2.72249 -0.82941 0.073
```

Summary:
E_tot ... -591.957726 Eh
SMILES ... OC[C@H]1NC[C@H](O)[C@H](O)[C@H]1O
Frontier orbital gap ... 0.3476 hartree
Relative energy (zero: lowest compared OMol25 entry of this formula, charge and spin) ... 4.808 eV
2S+1 ... 1

***

[3]
Molecular formula: C5H8O
Method: DFT, ωB97M-V/def2-TZVPD

```
14
Properties=species:S:1:pos:R:3:lowdin_charge:R:1
C 1.65886 -0.59999 0.21330 -0.061
C 0.55139 0.39705 -0.09803 -0.286
C -0.61278 -0.06179 -1.02182 -0.136
C -1.65142 0.20966 0.09831 -0.080
C -0.48573 0.58579 1.01509 -0.379
O -0.39781 0.86479 2.18018 0.108
H 2.28587 -0.23212 1.03137 0.081
H 1.24111 -1.56624 0.51972 0.085
H 2.29451 -0.76967 -0.66190 0.078
H 0.97909 1.36196 -0.39977 0.147
H -0.74637 0.54007 -1.92474 0.104
H -0.54361 -1.11420 -1.31193 0.107
H -2.34440 1.03678 -0.08769 0.116
H -2.22871 -0.65210 0.44792 0.116
```

Summary:
E_tot ... -270.528832 Eh
SMILES ... C[C@H]1CCC1=O
Frontier orbital gap ... 0.3818 hartree
Relative energy (zero: lowest compared OMol25 entry of this formula, charge and spin) ... 0.791 eV
2S+1 ... 1

***

[4]
Molecular formula: C5H6Cl2
Method: DFT, ωB97M-V/def2-TZVPD

```
13
Properties=species:S:1:pos:R:3:lowdin_charge:R:1
C -0.30407 -1.66672 -1.26718 0.024
C 0.78309 1.02094 -0.17533 -0.095
C -0.53383 -1.14380 -0.12045 -0.074
C 1.15620 2.24432 0.08506 -1.288
C -1.14084 -0.95473 1.18471 -0.098
Cl 0.62509 3.19731 1.40621 0.552
Cl 2.26603 3.24633 -0.86217 0.516
H -0.19318 -2.67754 -1.39831 0.052
H -0.02026 -1.17634 -2.18998 0.087
H 1.38232 0.59426 -1.01625 0.028
H -1.89495 -1.81728 1.21327 0.120
H -1.72940 -0.15111 1.07327 0.031
H -0.39620 -0.71564 2.06716 0.146
```

Summary:
E_tot ... -1114.262080 Eh
Frontier orbital gap (alpha / beta) ... 0.2642 / 0.2974 hartree
Relative energy (zero: lowest compared OMol25 entry of this formula, charge and spin) ... 5.432 eV
2S+1 ... 1

***

[5]
Molecular formula: C6H4
Method: DFT, ωB97M-V/def2-TZVPD

```
10
Properties=species:S:1:pos:R:3:lowdin_charge:R:1
C -2.28536 1.64804 0.02163 0.207
C 2.78976 0.31077 0.05387 -0.126
C -1.49650 0.71137 -0.00966 -0.145
C 1.61704 0.58315 -0.04517 -0.058
C -0.44210 -1.67015 -0.11750 0.083
C -0.74046 -0.37568 -0.05748 -0.049
H -2.47783 2.64161 -0.01872 0.021
H 3.79411 0.53148 0.27968 -0.027
H 0.47463 -2.06399 -0.15875 0.030
H -1.23328 -2.31659 0.05210 0.063
```

Summary:
E_tot ... -230.677650 Eh
Frontier orbital gap (alpha / beta) ... 0.2763 / 0.2679 hartree
Relative energy (zero: lowest compared OMol25 entry of this formula, charge and spin) ... 5.417 eV
2S+1 ... 1

***

[6]
Molecular formula: C4H10
Method: DFT, ωB97M-V/def2-TZVPD

```
14
Properties=species:S:1:pos:R:3:lowdin_charge:R:1
C -0.44543 -1.71003 0.28741 0.115
C -0.82710 -0.38691 0.67158 -0.230
C -1.31775 0.67282 -0.09654 0.127
C 1.82226 1.08496 -0.47102 -0.019
H -0.47205 -2.36737 1.19514 0.107
H 0.31384 -2.01021 -0.47077 0.122
H -0.63353 -0.13890 1.70523 0.130
H 1.49984 0.27178 0.17705 -0.009
H -1.38752 0.69937 -1.18308 0.108
H -2.27816 -1.56195 -0.16064 0.355
H -1.68488 1.49174 0.51993 0.106
H 1.42761 2.01024 -0.05280 0.040
H 1.15136 0.81937 -1.26756 0.003
H 2.83152 1.12508 -0.85393 0.044
```

Summary:
E_tot ... -157.898128 Eh
Frontier orbital gap (alpha / beta) ... 0.3142 / 0.3182 hartree
Total charge ... +1
Relative energy (zero: lowest compared OMol25 entry of this formula, charge and spin) ... 3.110 eV
⟨S²⟩ ... 0.781
2S+1 ... 2

***

[7]
Molecular formula: C6H21AgN4O5
Method: DFT, ωB97M-V/def2-TZVPD

```
37
Properties=species:S:1:pos:R:3:lowdin_charge:R:1
Ag -0.26211 -0.22668 0.63399 1.016
O -1.68140 -0.94121 1.62978 -0.387
H -1.11088 -1.58294 1.16372 -0.095
C 1.33455 -0.25202 -2.08049 -0.045
C -0.21206 -0.10643 -2.18808 -0.285
O -0.75125 0.49152 -1.07086 -0.274
H 1.69443 0.76156 -1.90370 0.076
H 1.78545 -0.67793 -2.97682 0.071
H 1.61937 -1.02085 -1.36225 0.062
H -0.69017 -1.07426 -2.33910 0.070
H -0.45829 0.58518 -2.99379 0.116
H -1.67185 0.67143 -1.27516 0.089
C 1.78139 0.47174 2.93700 -0.080
C 2.15918 -0.25072 1.63975 -0.265
O 1.07866 -1.15680 1.35015 -0.268
H 0.93534 1.15897 2.93539 0.070
H 2.59124 1.12901 3.25361 0.073
H 1.60368 -0.31436 3.67088 0.078
H 3.12743 -0.74777 1.69918 0.110
H 2.30813 0.54147 0.90604 0.097
H 0.99673 -1.82083 2.03860 0.111
C -1.34667 -2.13772 -0.69017 -0.719
O -0.27572 -1.96879 -0.07267 -0.129
N -2.50436 -1.82752 -0.24937 0.171
N -1.44530 -2.77181 -1.84640 0.134
H -2.38518 -1.44338 0.67708 -0.085
H -3.37805 -2.00061 -0.72562 0.127
H -0.65001 -3.22102 -2.27749 0.125
H -2.32634 -2.89496 -2.32462 0.116
C -0.08672 2.38889 0.55111 -0.613
O 0.32939 1.30122 1.00007 -0.249
N 0.63680 3.48099 0.46443 0.181
N -1.26238 2.53714 -0.05825 0.164
H 0.17897 4.24385 -0.01362 0.104
H 1.62537 3.47153 0.67115 0.126
H -1.40805 3.43586 -0.49552 0.110
H -1.87932 1.76824 -0.27794 0.096
```

Summary:
E_tot ... -982.829767 Eh
Frontier orbital gap ... 0.1629 hartree
Relative energy (zero: lowest compared OMol25 entry of this formula, charge and spin) ... 15.807 eV
2S+1 ... 1

***

Q: Among the records above, which one has the highest 2S+1?
A: C4H10